No. 1
{
  "formula": "C36H102AsF9N9O13",
  "method": "ωB97M-V with the def2-TZVPD basis set",
  "molar_mass_g_mol": 1115.166,
  "e_tot_ev": -164259.4292,
  "largest_force_ha_per_bohr": 0.07002,
  "gap_ev": 7.34,
  "de_lowest_ev": 0.000,
  "spin_multiplicity": 1,
  "e_homo_ev": -17.20,
  "total_charge": 5,
  "species": ["C", "C", "C", "O", "C", "N", "H", "H", "H", "H", "H", "H", "H", "H", "H", "H", "H", "H", "C", "C", "C", "O", "C", "N", "H", "H", "H", "H", "H", "H", "H", "H", "H", "H", "H", "H", "C", "C", "C", "O", "C", "N", "H", "H", "H", "H", "H", "H", "H", "H", "H", "H", "H", "H", "C", "C", "C", "O", "C", "N", "H", "H", "H", "H", "H", "H", "H", "H", "H", "H", "H", "H", "C", "C", "C", "O", "C", "N", "H", "H", "H", "H", "H", "H", "H", "H", "H", "H", "H", "H", "C", "C", "C", "O", "C", "N", "H", "H", "H", "H", "H", "H", "H", "H", "H", "H", "H", "H", "C", "C", "C", "O", "C", "N", "H", "H", "H", "H", "H", "H", "H", "H", "H", "H", "H", "H", "C", "C", "C", "O", "C", "N", "H", "H", "H", "H", "H", "H", "H", "H", "H", "H", "H", "H", "N", "O", "O", "O", "As", "F", "F", "F", "F", "F", "F", "C", "O", "O", "C", "F", "F", "F", "C", "C", "H", "H", "H", "H", "H", "H"],
  "xyz": [[0.1896, 3.0011, 1.6441], [-0.8213, 2.2157, 2.4735], [-0.3045, 1.6388, 3.7447], [-1.3580, 1.4950, 4.6954], [-1.1176, 0.5799, 5.7529], [-1.9455, 3.2013, 2.8409], [-1.7474, 3.9869, 3.4604], [-2.3411, 3.5630, 1.9725], [-2.6899, 2.6390, 3.2587], [0.8601, 3.7078, 2.1382], [-0.2959, 3.6894, 0.9454], [0.8074, 2.3026, 1.0780], [-1.3856, 1.5111, 1.8635], [0.4667, 2.2961, 4.1518], [0.0719, 0.6401, 3.5108], [-2.0822, 0.2104, 6.0965], [-0.6246, 1.0666, 6.5963], [-0.4808, -0.2452, 5.4270], [1.8891, -0.9360, -4.3649], [1.8968, -2.3441, -4.9531], [3.2333, -3.0722, -4.7329], [3.3722, -3.3941, -3.3675], [4.2263, -4.4761, -3.0644], [0.7924, -3.1893, -4.3295], [1.0291, -3.2149, -3.3216], [-0.2039, -2.9609, -4.3636], [0.9291, -4.1500, -4.6478], [2.0820, -1.0217, -3.2971], [0.8469, -0.6346, -4.5184], [2.4922, -0.2495, -4.9526], [1.6552, -2.4004, -6.0139], [4.0733, -2.5945, -5.2364], [3.0522, -4.0475, -5.2078], [5.2809, -4.1927, -3.0935], [4.0406, -5.3145, -3.7418], [4.0479, -4.8746, -2.0652], [-4.3587, -2.7456, 6.4477], [-4.4430, -3.0930, 4.9637], [-3.3854, -2.5079, 4.0183], [-3.7138, -2.7729, 2.6709], [-4.1303, -1.6633, 1.9144], [-4.4867, -4.6441, 4.7328], [-5.3914, -5.0755, 4.9118], [-4.1108, -4.7955, 3.7949], [-3.8130, -5.0878, 5.3643], [-3.4756, -3.2685, 6.8143], [-5.2398, -3.0040, 7.0339], [-4.3852, -1.6556, 6.4558], [-5.4707, -2.9886, 4.6042], [-2.4410, -3.0615, 4.1080], [-3.1519, -1.4657, 4.2431], [-5.1089, -1.2429, 2.1828], [-4.2673, -2.1315, 0.9355], [-3.4061, -0.8493, 1.8303], [-8.3684, -1.4745, 1.7149], [-7.9094, -0.0902, 1.3029], [-7.3779, -0.2137, -0.1304], [-6.7981, 1.0095, -0.5823], [-5.4325, 1.2657, -0.3132], [-8.9502, 1.0053, 1.3541], [-8.5518, 1.8969, 1.0481], [-9.8018, 0.9147, 0.7884], [-9.2574, 1.0911, 2.3250], [-8.4123, -1.4610, 2.8078], [-7.6254, -2.2590, 1.5664], [-9.2518, -1.7849, 1.1597], [-7.2151, 0.3778, 2.0042], [-8.1843, -0.5013, -0.8057], [-6.5981, -0.9729, -0.2169], [-5.2690, 1.7119, 0.6773], [-5.1789, 2.0019, -1.0753], [-4.8180, 0.3708, -0.4419], [3.2783, 7.5290, 4.3092], [2.6285, 6.5176, 3.3330], [2.8881, 6.6703, 1.8611], [2.0393, 5.7980, 1.1623], [2.5589, 5.2855, -0.0798], [3.0056, 5.1117, 3.7706], [2.2583, 4.6732, 4.2958], [3.0122, 4.6106, 2.8661], [3.9491, 4.8600, 4.0754], [2.9959, 7.3678, 5.3492], [2.8503, 8.4983, 4.0513], [4.3655, 7.5539, 4.2484], [1.5647, 6.5626, 3.5705], [3.9318, 6.3376, 1.7522], [2.8760, 7.6565, 1.3945], [1.8905, 4.4902, -0.3905], [3.6199, 5.0737, 0.0389], [2.4382, 6.0722, -0.8318], [2.9914, 3.5152, -8.0572], [2.3041, 4.3826, -7.0417], [1.2968, 3.6160, -6.1701], [0.7757, 4.5470, -5.2410], [-0.5150, 4.1816, -4.6834], [3.1894, 5.2714, -6.1220], [4.1617, 5.0974, -6.3874], [3.0987, 6.2700, -6.3049], [2.9930, 5.0105, -5.1580], [3.4353, 2.5804, -7.6957], [3.8852, 3.9793, -8.4789], [2.2541, 3.1834, -8.7854], [1.7885, 5.1506, -7.6180], [1.8136, 2.7743, -5.6974], [0.5012, 3.2698, -6.8332], [-0.4779, 3.1436, -4.3472], [-1.2202, 4.3092, -5.5024], [-0.5770, 4.8462, -3.8266], [1.7852, -5.8810, 0.2202], [0.7750, -5.1843, 1.1621], [1.3204, -3.9714, 1.8998], [0.4118, -3.4657, 2.8401], [0.9864, -2.5327, 3.7306], [-0.5244, -4.7930, 0.5088], [-1.2986, -4.7857, 1.1624], [-0.3392, -3.8388, 0.1733], [-0.7226, -5.3175, -0.3483], [1.2522, -6.5922, -0.4081], [2.5070, -6.3396, 0.8916], [2.2945, -5.1645, -0.4247], [0.4295, -5.8884, 1.9226], [1.5742, -3.1758, 1.1847], [2.2674, -4.2826, 2.3532], [1.6209, -1.7755, 3.2552], [1.6682, -3.0053, 4.4426], [0.2366, -1.9730, 4.2865], [5.4039, -0.3471, -1.6540], [4.7059, -1.2862, -0.6839], [5.6352, -1.5856, 0.4808], [4.9807, -2.4259, 1.4211], [5.5441, -3.7285, 1.6089], [3.3922, -0.6380, -0.2346], [3.0210, -1.3270, 0.4253], [3.4325, 0.3087, 0.1621], [2.6563, -0.7475, -0.9505], [5.5219, 0.6559, -1.2379], [4.7690, -0.1194, -2.5160], [6.3371, -0.7893, -1.9938], [4.4069, -2.2071, -1.1815], [6.0441, -0.6839, 0.9418], [6.5190, -2.1371, 0.1483], [5.0990, -4.2554, 2.4492], [6.5951, -3.6123, 1.8825], [5.4709, -4.3236, 0.6970], [3.4507, 1.9370, 1.2151], [3.6673, 2.7051, 2.1883], [3.6413, 2.2395, 0.0119], [2.7224, 0.9244, 1.4502], [-3.5353, -4.0067, -2.9426], [-4.4861, -5.4704, -3.2092], [-4.6226, -3.0817, -3.9553], [-2.5542, -2.5308, -2.6705], [-2.4030, -4.8859, -1.9416], [-2.5238, -4.3980, -4.3463], [-4.5738, -3.6956, -1.5840], [-0.0849, -0.9428, -1.2327], [0.6579, 0.2455, -1.2149], [0.7850, -2.0181, -1.3784], [-1.1025, -1.0235, -0.0592], [-0.5752, -0.5641, 1.0860], [-2.2491, -0.3817, -0.3416], [-1.5331, -2.2851, 0.1619], [0.2047, 1.3617, -1.9509], [1.4266, 2.2755, -2.2346], [2.1309, 1.8381, -2.9430], [1.1804, 3.3202, -2.4245], [2.0596, 2.4100, -1.3477], [-0.4806, 1.9420, -1.3248], [-0.2513, 1.1892, -2.9279], [-0.7377, -0.9514, -2.1158]]
}

***

No. 2
{
  "formula": "C27H42O2P",
  "method": "ωB97M-V with the def2-TZVPD basis set",
  "molar_mass_g_mol": 429.605,
  "e_tot_ev": -42056.1093,
  "largest_force_ha_per_bohr": 0.05531,
  "gap_ev": 4.36,
  "spin_multiplicity": 1,
  "e_homo_ev": -9.63,
  "total_charge": 1,
  "species": ["C", "C", "C", "C", "P", "C", "C", "C", "C", "C", "C", "C", "C", "H", "H", "H", "H", "H", "H", "H", "H", "H", "H", "H", "H", "H", "H", "H", "H", "H", "H", "H", "H", "H", "H", "H", "H", "H", "H", "H", "C", "O", "C", "C", "C", "C", "C", "C", "C", "C", "C", "O", "C", "C", "C", "C", "C", "H", "H", "H", "H", "H", "H", "H", "H", "H", "H", "H", "H", "H", "H", "H"],
  "xyz": [[2.8488, 6.3272, 0.0059], [2.4156, 4.9855, 0.5881], [1.9143, 4.0109, -0.4784], [1.2720, 2.7106, 0.0723], [2.4040, 1.7049, 1.1052], [1.6582, 0.2927, 1.9939], [1.7206, 0.4604, 3.5264], [3.1452, 0.6293, 4.0500], [3.2085, 0.7158, 5.5702], [3.5174, 1.0213, -0.2078], [4.8344, 0.4500, 0.3258], [5.7241, -0.2257, -0.7261], [5.1241, -1.4330, -1.4332], [3.0665, 7.0403, 0.8018], [3.7515, 6.2321, -0.6019], [2.0646, 6.7652, -0.6153], [3.2552, 4.5407, 1.1373], [1.6018, 5.1464, 1.3004], [1.1703, 4.5223, -1.1067], [2.7546, 3.7692, -1.1390], [0.4271, 2.9876, 0.7177], [0.8976, 2.0999, -0.7606], [0.6200, 0.1967, 1.6783], [2.1962, -0.6277, 1.7288], [1.1335, 1.3415, 3.8124], [1.2298, -0.3938, 4.0217], [3.7384, -0.2233, 3.7017], [3.5706, 1.5435, 3.6143], [4.2440, 0.6718, 5.9084], [2.7831, 1.6533, 5.9361], [2.6774, -0.1119, 6.0447], [2.9303, 0.2843, -0.7773], [3.7563, 1.8853, -0.8528], [5.4172, 1.2664, 0.7746], [4.6524, -0.2544, 1.1437], [6.0012, 0.5349, -1.4610], [6.6431, -0.5363, -0.2192], [5.8632, -1.8760, -2.1060], [4.8284, -2.2103, -0.7229], [4.2529, -1.1705, -2.0378], [-3.6743, -3.6111, -5.2675], [-2.3012, -3.3622, -4.8524], [-1.9871, -2.9484, -3.5976], [-0.6615, -2.4931, -3.3562], [-0.3443, -1.8265, -2.2010], [-1.2999, -1.6015, -1.1552], [-0.9823, -0.7614, -0.0501], [-1.9259, -0.4482, 0.9882], [-1.5905, -0.4770, 2.3775], [-2.5029, -0.2218, 3.3767], [-3.8638, 0.0214, 3.0611], [-4.7371, 0.2100, 4.0858], [-6.1630, 0.3347, 3.8251], [-4.2481, 0.0035, 1.6941], [-3.2911, -0.1383, 0.6999], [-2.5642, -2.2738, -1.3390], [-2.9242, -2.8600, -2.5408], [-3.5967, -3.9360, -6.3138], [-4.1510, -4.4091, -4.6750], [-4.2924, -2.6994, -5.2194], [0.0752, -2.6406, -4.1464], [0.6607, -1.4265, -2.0681], [0.0523, -0.4190, 0.0102], [-0.5954, -0.7935, 2.6693], [-2.2108, -0.2573, 4.4257], [-6.5835, 0.6540, 4.7852], [-6.3776, 1.0884, 3.0517], [-6.6050, -0.6309, 3.5334], [-5.3095, 0.0502, 1.4380], [-3.6120, -0.0542, -0.3407], [-3.3037, -2.2753, -0.5356], [-3.9481, -3.2103, -2.7079]]
}

***

No. 3
{
  "formula": "C2H44O22",
  "method": "ωB97M-V with the def2-TZVPD basis set",
  "molar_mass_g_mol": 420.352,
  "e_tot_ev": -47834.8568,
  "largest_force_ha_per_bohr": 0.08551,
  "gap_ev": 8.13,
  "de_lowest_ev": 2.202,
  "spin_multiplicity": 1,
  "e_homo_ev": -3.91,
  "total_charge": -2,
  "species": ["O", "C", "C", "O", "H", "H", "H", "H", "O", "H", "H", "O", "H", "H", "O", "H", "H", "O", "H", "H", "O", "H", "H", "O", "H", "H", "O", "H", "H", "O", "H", "H", "O", "H", "H", "O", "H", "H", "O", "H", "H", "O", "H", "H", "O", "H", "H", "O", "H", "H", "O", "H", "H", "O", "H", "H", "O", "H", "H", "O", "H", "H", "O", "H", "H", "O", "H", "H"],
  "xyz": [[-1.3851, -1.1262, -0.2669], [-0.3391, -0.3322, 0.2801], [0.3449, 0.5198, -0.7519], [1.1029, 1.5938, -0.0969], [0.1479, -1.0082, 0.9101], [-0.7821, 0.2558, 1.0761], [-0.4151, 1.0808, -1.2759], [0.9409, 0.0488, -1.5129], [-1.9511, 3.1278, 0.1101], [-1.2811, 2.9008, -0.4789], [-2.6401, 3.4948, -0.4739], [1.3489, -1.2922, -3.8359], [0.5799, -1.2812, -4.3929], [1.4029, -0.4392, -3.4429], [2.8409, 0.0068, 1.3161], [3.5649, 0.2228, 0.7261], [2.0359, 0.3988, 1.0821], [-0.0491, -3.4772, 0.7411], [-0.5391, -2.7322, 0.4241], [0.1729, -4.1332, 0.0371], [-3.2381, 0.6488, 0.3541], [-2.5001, 0.1018, 0.1071], [-2.7781, 1.4458, 0.5941], [1.9719, -2.7452, 2.4801], [1.8189, -1.7832, 2.4691], [1.3939, -3.0132, 1.7371], [-2.2041, 0.1888, -2.5379], [-1.8481, -0.3022, -1.8199], [-3.1231, 0.2648, -2.3449], [-3.3431, -2.7552, -0.6009], [-4.1151, -2.6722, -0.0189], [-2.7461, -2.0842, -0.2809], [2.6739, 3.5678, 0.7741], [3.0159, 3.2088, 1.6081], [2.1339, 2.8208, 0.5531], [2.3949, -1.7122, -0.8009], [2.5249, -1.3952, 0.0701], [1.6089, -1.3062, -1.0939], [-1.0411, -2.9522, 3.7251], [-1.3611, -2.3722, 3.0361], [-0.4661, -2.4942, 4.3171], [-0.0291, 2.7588, 1.9621], [0.5919, 2.3028, 1.3541], [-0.7431, 2.9928, 1.3021], [-2.2131, 0.5678, 3.9581], [-2.0661, -0.1322, 3.3261], [-2.8291, 1.1288, 3.4751], [-1.4631, 2.6818, -3.2359], [-2.2891, 2.9768, -3.4019], [-1.5121, 1.7508, -2.9799], [4.0729, -1.1212, -2.6369], [3.3679, -1.5882, -2.1339], [4.8559, -1.5622, -2.2969], [-2.5421, -1.2972, 2.0481], [-2.9601, -0.5122, 1.6101], [-1.8401, -1.3662, 1.4501], [0.4459, 3.4908, -1.6959], [-0.2911, 3.1868, -2.3489], [0.7029, 2.7148, -1.1739], [3.3159, 1.3628, -1.6129], [2.4469, 1.3568, -1.1369], [3.5169, 0.4928, -1.9379], [-0.3831, -2.6812, -2.3039], [0.2699, -2.0542, -2.6279], [-0.7281, -2.1592, -1.5719], [0.7279, 0.4258, 3.5251], [1.5719, 0.8298, 3.5921], [0.1299, 0.9648, 2.9941]]
}